A 2-piece molecular cluster, C3H3NOS overall at a distorted geometry, computed with wB97M-V/def2-TZVPD.

Structure (XYZ):
```
9
Properties=species:S:1:pos:R:3:lowdin_charge:R:1
C -0.15105 0.40314 -0.26290 -0.844
C 1.33878 0.19026 -0.10071 -0.107
C 2.54656 0.21215 -0.01033 0.108
H -2.52848 0.22223 0.33861 0.052
H -0.67776 -1.75834 0.53710 0.333
H 3.66583 0.31867 -0.09737 0.070
N -0.88098 -0.65731 -0.26514 -0.174
O -2.23761 -0.68933 -0.06773 -0.147
S -1.07527 1.75853 -0.07154 0.707
```

Computed properties:
- net charge = 0
- energy above the lowest of the compared OMol25 structures with the same formula, charge and spin (kcal per mole) = 132.4
- HOMO (eV) = -9.0778
- Kohn-Sham gap (hartree) = 0.308

C20H31NiO2 as an isolated structure at a distorted geometry, computed with wB97M-V/def2-TZVPD.

Structure (XYZ):
```
54
Properties=species:S:1:pos:R:3:lowdin_charge:R:1
O 0.44589 -0.40516 0.27270 -0.119
C -0.70786 -0.63662 -0.58200 -0.144
C -1.42444 -1.45606 0.51622 -0.062
H -0.37124 -1.20073 -1.45816 0.094
H -1.21996 0.30145 -0.86987 0.104
C -0.18000 -1.10861 1.39731 -0.520
H -1.55066 -2.52519 0.25917 0.067
H -2.37107 -1.02541 0.88892 0.108
C 0.77664 -2.23632 1.76716 -0.018
H 0.98723 -2.81842 0.85649 0.080
H 0.36254 -2.89369 2.55175 0.080
H 1.72858 -1.80284 2.13333 0.088
C -0.53039 -0.13895 2.52193 -0.025
H -1.35082 0.52263 2.21916 0.062
H 0.28362 0.55402 2.76137 0.039
H -0.80190 -0.65868 3.45660 0.086
Ni 0.98186 3.38987 -0.05383 0.364
C -0.19478 4.59686 1.26984 -0.195
C -0.42355 4.75322 -0.14376 -0.218
C -0.99264 3.50602 -0.60550 -0.231
H -0.21337 5.63670 -0.73852 0.094
C -1.36902 2.73848 0.55691 -0.127
C -0.86309 3.40402 1.69464 -0.154
H -1.01186 3.09793 2.73091 0.089
H 0.20752 5.35978 1.92791 0.098
H -1.30193 3.28841 -1.62256 0.086
H -1.99305 1.84708 0.54849 0.075
C 2.48187 3.65494 1.35366 -0.235
C 2.11776 2.97653 2.56268 -0.160
C 2.19911 1.58240 2.34055 -0.187
H 1.90751 3.45017 3.52041 0.082
C 2.58273 1.34133 1.00559 -0.116
C 2.76488 2.61838 0.34470 -0.274
H 3.41045 2.78286 -0.51728 0.085
H 2.78363 4.69876 1.25446 0.091
H 2.05807 0.81634 3.10673 0.077
H 2.78153 0.36778 0.56067 0.086
O -0.70722 -3.27760 -1.71107 -0.189
C -1.34172 -4.42198 -1.08842 -0.206
C -1.66199 -5.49766 -2.12564 -0.163
H -2.29491 -4.12386 -0.61958 0.110
H -0.67839 -4.79643 -0.29737 0.120
C -1.48333 -4.78172 -3.48173 -0.153
H -2.68468 -5.86150 -2.02377 0.103
H -0.97315 -6.33441 -1.99968 0.103
C -0.85024 -3.39864 -3.14295 -0.175
H -2.44855 -4.61182 -3.97807 0.103
H -0.83326 -5.36010 -4.14480 0.100
H -1.50963 -2.57689 -3.48833 0.120
H 0.13837 -3.29903 -3.63328 0.121
C 1.26695 2.62766 -1.79210 -0.192
H 0.51257 2.83884 -2.55659 -0.027
H 2.26619 2.95455 -2.12173 -0.025
H 1.29325 1.54128 -1.58364 0.000
```

Computed properties:
- net charge = -1
- energy above the lowest of the compared OMol25 structures with the same formula, charge and spin (kcal per mole) = 22.0
- HOMO (spin up / spin down) (eV) = -1.5488 / -2.9799
- Kohn-Sham gap (spin up / spin down) (hartree) = 0.147 / 0.200
- multiplicity = 3

C13H14IN3Zr as an isolated structure at a distorted geometry, computed with wB97M-V/def2-TZVPD.

Structure (XYZ):
```
32
Properties=species:S:1:pos:R:3:lowdin_charge:R:1
C -3.79836 1.70683 3.09137 -0.221
C -3.29679 3.07030 2.61356 -0.163
H -4.46799 1.27373 2.35038 0.033
H -4.38053 1.86466 4.00475 0.082
H -3.00386 0.99672 3.31200 0.000
H -2.72668 3.04420 1.69564 0.030
H -4.17279 3.70888 2.44246 0.082
H -2.70733 3.56596 3.38728 0.072
C -0.20207 -2.85762 -0.04460 -0.151
C -0.01365 -3.92701 -0.91180 0.024
C 0.76480 -3.73658 -2.05038 0.035
C 1.34299 -2.51169 -2.30988 0.046
H -0.64116 -2.94733 0.95780 0.070
H -0.47213 -4.87928 -0.62657 0.146
H 0.92935 -4.55382 -2.75070 0.148
H 2.08151 -2.35064 -3.09878 0.134
N 0.12716 -1.60986 -0.46973 -0.135
C 0.95851 -1.41214 -1.55363 -0.174
C 1.51816 -0.08600 -1.67577 -0.187
N 1.06074 0.83384 -0.77796 -0.071
C 1.67916 2.03197 -0.68602 -0.064
C 3.14197 1.44425 -2.51304 0.032
C 2.70168 2.36488 -1.56180 0.019
H 1.30183 2.65212 0.11730 0.129
H 3.18185 3.33869 -1.49516 0.140
C 2.58962 0.18329 -2.54183 0.055
H 2.96099 -0.61995 -3.16983 0.129
H 3.93634 1.67219 -3.22987 0.150
Zr -0.38717 0.05013 0.78803 1.382
I -2.84822 -1.15531 1.08758 0.502
N 1.81375 -0.76353 3.21620 0.082
C 1.02830 -0.39189 2.40300 -0.354
```

Computed properties:
- net charge = +2
- energy above the lowest of the compared OMol25 structures with the same formula, charge and spin (kcal per mole) = 5.5
- HOMO (eV) = -16.4670
- Kohn-Sham gap (hartree) = 0.258

A 3-piece molecular cluster, C18H51N4O2Si4 overall at a distorted geometry, computed with wB97M-V/def2-TZVPD.

Structure (XYZ):
```
79
Properties=species:S:1:pos:R:3:lowdin_charge:R:1
C 1.65819 -0.07193 -2.37439 -0.112
N 1.84435 0.54164 -3.69143 -0.109
C 1.25453 -0.13623 -4.82744 -0.172
C -0.20666 0.23299 -5.19004 -0.260
C -1.04442 -0.94741 -5.66388 -0.121
C -1.48018 -1.78836 -4.48452 -0.132
N -2.32064 -0.93283 -3.62290 0.128
C -1.94642 0.34426 -3.46214 -0.342
N -2.67517 1.09554 -2.56102 0.161
N -0.92290 0.90615 -4.09675 0.165
H 1.24953 0.62485 -1.63660 0.074
H 1.02650 -0.96491 -2.42656 0.071
H 2.62345 -0.40419 -1.98034 0.074
H 1.66621 1.53481 -3.67860 0.102
H 1.87094 0.07091 -5.70670 0.127
H 1.32932 -1.21452 -4.65977 0.120
H -0.18205 0.92665 -6.03540 0.152
H -1.92641 -0.58838 -6.19723 0.135
H -0.42620 -1.55949 -6.32317 0.138
H -0.63731 -2.17119 -3.90025 0.122
H -2.07492 -2.63778 -4.81551 0.133
H -2.50829 -1.31139 -2.69850 0.153
H -3.54414 1.53018 -2.81210 0.121
H -2.28151 1.23357 -1.64559 0.106
H -0.34560 1.46446 -3.47619 0.151
O 5.70339 2.52804 1.85846 -0.267
Si 5.57631 3.59590 3.11247 0.349
C 4.21208 3.05809 4.27229 -0.162
C 5.18157 5.30254 2.46064 -0.162
C 7.18982 3.64341 4.03525 -0.161
Si 4.83259 1.90097 0.62143 0.335
C 5.88299 0.68879 -0.32449 -0.158
C 4.27368 3.25835 -0.54140 -0.158
C 3.31658 1.01452 1.27659 -0.155
H 3.23227 3.10943 3.79206 0.022
H 4.18749 3.70620 5.15068 0.036
H 4.36654 2.03217 4.61316 0.036
H 5.91534 5.61919 1.71654 0.037
H 5.19182 6.02862 3.27609 0.036
H 4.19409 5.33720 1.99489 0.023
H 8.00858 3.96670 3.38997 0.035
H 7.44681 2.66297 4.44026 0.035
H 7.11798 4.34563 4.86843 0.036
H 6.76946 1.17194 -0.73878 0.037
H 5.31253 0.26314 -1.15420 0.022
H 6.21464 -0.13173 0.31429 0.037
H 3.57603 3.94174 -0.05224 0.025
H 3.77316 2.82852 -1.41389 0.017
H 5.12331 3.84469 -0.89592 0.039
H 2.62451 1.70970 1.75698 0.026
H 3.59369 0.25663 2.01178 0.040
H 2.78475 0.51564 0.46211 0.004
O -4.09517 -3.10285 1.56065 -0.270
Si -5.38381 -4.03575 2.02500 0.352
C -6.86641 -3.64094 0.95779 -0.162
C -5.80612 -3.69758 3.81049 -0.159
C -4.93350 -5.82855 1.81941 -0.162
Si -3.64267 -1.53877 1.41714 0.331
C -1.89342 -1.45796 0.74520 -0.165
C -3.70233 -0.67185 3.06522 -0.154
C -4.76819 -0.64662 0.21386 -0.165
H -7.21973 -2.62044 1.12094 0.026
H -7.68877 -4.31913 1.19341 0.038
H -6.63240 -3.75086 -0.10355 0.034
H -4.93683 -3.83930 4.45587 0.039
H -6.59052 -4.37897 4.14573 0.038
H -6.16757 -2.67702 3.95361 0.027
H -4.07527 -6.09782 2.43766 0.036
H -4.68954 -6.06541 0.78195 0.033
H -5.77592 -6.45494 2.11936 0.038
H -1.18411 -1.95104 1.41107 0.038
H -1.58362 -0.41379 0.64016 0.021
H -1.82045 -1.94515 -0.23317 0.012
H -4.72570 -0.60900 3.43958 0.031
H -3.31316 0.34570 2.98333 0.035
H -3.10518 -1.20234 3.80926 0.042
H -5.78586 -0.57857 0.60064 0.030
H -4.80761 -1.16848 -0.74630 0.027
H -4.40841 0.37100 0.03922 0.019
```

Computed properties:
- net charge = +1
- HOMO (eV) = -11.6751
- Kohn-Sham gap (hartree) = 0.298

Number 1: calculated total energy -644.07590 Ha. Number 2: calculated total energy -2439.25613 Ha. Number 3: calculated total energy -1012.20202 Ha. Number 4: calculated total energy -2243.99498 Ha.